(1)
Formula: C10H16O
Source: the Open Molecules 2025 dataset
Level of theory: ωB97M-V/def2-TZVPD

Each atom is followed by the atoms it is bonded to, with distances in Å.
Geometry (Å):
1 C -0.04 1.55 1.84  C2 1.537, C3 1.478, H10 1.096, H11 1.098
2 C 0.39 3.02 1.98  C1 1.537, H12 1.091, H18 1.088, H19 1.087
3 C 0.32 1.01 0.51  C1 1.478, C4 1.413, C5 1.430
4 C -0.62 0.95 -0.54  C3 1.413, C6 1.371, H13 1.075
5 C 1.61 0.41 0.39  C3 1.430, C7 1.354, H14 1.078
6 C -0.34 0.25 -1.69  C4 1.371, C8 1.410, H15 1.084
7 C 1.94 -0.25 -0.75  C5 1.354, C8 1.436, H16 1.077
8 C 0.96 -0.29 -1.80  C6 1.410, C7 1.436, O9 1.310
9 O 1.44 -0.73 -2.94  C8 1.310, H17 0.980
10 H 0.37 0.91 2.63  C1 1.096
11 H -1.10 1.43 2.10  C1 1.098
12 H 0.05 3.58 1.10  C2 1.091
13 H -1.59 1.39 -0.37  C4 1.075
14 H 2.34 0.62 1.15  C5 1.078
15 H -0.88 0.48 -2.60  C6 1.084
16 H 2.86 -0.74 -0.98  C7 1.077
17 H 0.74 -1.23 -3.42  O9 0.980
18 H 1.47 3.08 1.96  C2 1.088
19 H 0.08 3.49 2.91  C2 1.087
20 C -2.39 -3.38 0.98  C21 1.555, H22 1.088, H23 1.083, H24 1.092
21 C -2.17 -1.86 1.18  C20 1.555, H25 1.080, H26 1.083, H27 1.078
22 H -3.46 -3.56 0.86  C20 1.088
23 H -1.73 -3.73 0.19  C20 1.083
24 H -2.15 -3.89 1.91  C20 1.092
25 H -1.13 -1.68 0.95  C21 1.080
26 H -2.45 -1.58 2.19  C21 1.083
27 H -2.69 -1.28 0.42  C21 1.078

Properties
Frontier orbital gap (spin up / spin down) ... 10.17 / 7.00 eV
2S+1 ... 2
LUMO (spin up / spin down) ... -0.1421 / -0.2764 hartree
Highest occupied orbital energy (spin up / spin down) ... -0.5157 / -0.5337 Ha
Charge ... +1

=====

(2)
Formula: C10H16O
Source: the Open Molecules 2025 dataset
Level of theory: ωB97M-V/def2-TZVPD

Each atom is followed by the atoms it is bonded to, with distances in Å.
Geometry (Å):
1 C 2.12 1.58 -0.34  C5 1.491, H13 1.070, H14 1.130, H16 1.097
2 C -0.84 2.14 -2.54  C3 1.433, C4 1.349, H9 1.118
3 C -1.74 1.22 -1.90  C2 1.433, C6 1.380, O8 1.397
4 C 0.45 2.31 -2.18  C2 1.349, C5 1.497, H10 1.040
5 C 0.75 1.55 -0.93  C1 1.491, C4 1.497, C7 1.358
6 C -1.53 0.46 -0.77  C3 1.380, C7 1.498, H11 0.999
7 C -0.16 0.79 -0.26  C5 1.358, C6 1.498, H15 1.019
8 O -3.00 1.37 -2.49  C3 1.397, H12 0.996
9 H -1.26 2.52 -3.50  C2 1.118
10 H 1.21 2.79 -2.70  C4 1.040
11 H -2.08 -0.26 -0.35  C6 0.999
12 H -3.64 1.18 -1.75  O8 0.996
13 H 2.16 1.08 0.61  C1 1.070
14 H 2.42 2.65 -0.16  C1 1.130
15 H -0.16 0.60 0.74  C7 1.019
16 H 2.81 1.12 -1.06  C1 1.097
17 C 0.68 -2.42 2.19  C18 1.683, C19 1.431, H20 1.086, H21 1.084
18 C -0.82 -1.71 2.46  C17 1.683, H22 1.096, H24 1.096, H25 1.163
19 C 1.09 -2.24 0.83  C17 1.431, H23 1.177, H26 1.069, H27 1.178
20 H 1.36 -2.09 2.97  C17 1.086
21 H 0.41 -3.46 2.37  C17 1.084
22 H -1.51 -1.92 1.64  C18 1.096
23 H 0.78 -1.15 0.49  C19 1.177
24 H -0.82 -0.62 2.52  C18 1.096
25 H -1.27 -2.27 3.37  C18 1.163
26 H 2.12 -2.19 0.57  C19 1.069
27 H 0.47 -3.02 0.19  C19 1.178

Properties
Frontier orbital gap (spin up / spin down) ... 9.42 / 5.81 eV
2S+1 ... 2
LUMO (spin up / spin down) ... -0.1522 / -0.2847 hartree
Highest occupied orbital energy (spin up / spin down) ... -0.4982 / -0.4982 Ha
Charge ... +1

=====

Which of them is most stable? Easy: (1).

=====

(1)
Formula: C2H4N2O2S
Source: the Open Molecules 2025 dataset
Level of theory: ωB97M-V/def2-TZVPD

Each atom is followed by the atoms it is bonded to, with distances in Å.
Geometry (Å):
1 C -0.51 0.16 0.28  H4 1.093, N7 1.276, N8 1.372
2 C 1.77 0.01 1.15  H6 1.106, N8 1.372, O10 1.215
3 H -3.21 0.04 -1.87  S11 1.351
4 H -0.78 0.46 1.29  C1 1.093
5 H 0.49 -0.50 -1.63  O9 0.967
6 H 2.78 -0.27 0.80  C2 1.106
7 N -1.24 0.02 -0.75  C1 1.276, S11 1.706
8 N 0.84 -0.10 0.14  C1 1.372, C2 1.372, O9 1.384
9 O 1.30 -0.49 -1.10  H5 0.967, N8 1.384
10 O 1.48 0.34 2.28  C2 1.215
11 S -2.91 0.33 -0.59  H3 1.351, N7 1.706

Properties
Frontier orbital gap ... 9.30 eV
2S+1 ... 1
LUMO ... 0.0203 hartree
Highest occupied orbital energy ... -0.3216 Ha
SMILES ... O=CN(O)/C=N/S

=====

(2)
Formula: C2H4N2O2S
Source: the Open Molecules 2025 dataset
Level of theory: ωB97M-V/def2-TZVPD

Each atom is followed by the atoms it is bonded to, with distances in Å.
Geometry (Å):
1 C 1.03 1.24 0.23  C2 1.337, H8 1.195, H9 1.057
2 C 0.15 0.43 -0.35  C1 1.337, S7 1.777, H10 1.099
3 N -2.22 -1.38 1.05  N4 1.203, H11 1.034
4 N -2.12 -1.23 -0.14  N3 1.203, S7 1.902
5 O -2.08 1.34 -1.33  S7 1.444
6 O -1.99 1.01 1.16  S7 1.456
7 S -1.61 0.60 -0.18  C2 1.777, N4 1.902, O5 1.444, O6 1.456
8 H 2.23 1.21 0.16  C1 1.195
9 H 0.65 2.03 0.83  C1 1.057
10 H 0.31 -0.38 -1.08  C2 1.099
11 H -2.39 -2.31 1.46  N3 1.034

Properties
Frontier orbital gap ... 9.38 eV
2S+1 ... 1
LUMO ... -0.0037 hartree
Highest occupied orbital energy ... -0.3482 Ha
SMILES ... [H]/N=N/S(=O)(=O)C=C

=====

(3)
Formula: C2H4N2O2S
Source: the Open Molecules 2025 dataset
Level of theory: ωB97M-V/def2-TZVPD

Each atom is followed by the atoms it is bonded to, with distances in Å.
Geometry (Å):
1 C 0.33 -0.38 0.34  C2 1.484, N7 1.406, O10 1.208
2 C -0.26 0.33 -0.81  C1 1.484, H5 1.114, N8 1.271
3 H -0.70 1.94 1.74  O9 0.930
4 H 1.08 0.09 2.15  N7 1.035
5 H -0.64 1.33 -0.50  C2 1.114
6 H 0.08 -2.28 -1.60  S11 1.348
7 N 0.31 0.38 1.53  C1 1.406, H4 1.035, O9 1.409
8 N -0.64 -0.08 -1.95  C2 1.271, S11 1.662
9 O 0.17 1.78 1.43  H3 0.930, N7 1.409
10 O 0.73 -1.52 0.31  C1 1.208
11 S -0.45 -1.59 -2.63  H6 1.348, N8 1.662

Properties
Frontier orbital gap ... 9.14 eV
2S+1 ... 1
LUMO ... -0.0048 hartree
Highest occupied orbital energy ... -0.3408 Ha
SMILES ... O=C(/C=N\S)NO

=====

Which of them is most stable? Easy: (1).

=====

(1)
Formula: C4H7N2S
Source: the Open Molecules 2025 dataset
Level of theory: ωB97M-V/def2-TZVPD

Each atom is followed by the atoms it is bonded to, with distances in Å.
Geometry (Å):
1 C -1.52 1.44 0.19  C2 1.357, N5 1.376, H8 1.084
2 C -0.18 1.63 0.05  C1 1.357, N6 1.289, H9 1.058
3 C -2.40 -0.76 0.82  N5 1.253, H10 1.076
4 C 2.62 -1.00 0.08  S7 1.813, H11 1.097, H12 1.136, H13 1.083
5 N -2.17 0.23 0.09  C1 1.376, C3 1.253, H14 1.057
6 N 0.64 0.63 0.02  C2 1.289, S7 1.623
7 S 2.24 0.77 0.26  C4 1.813, N6 1.623
8 H -2.19 2.29 0.21  C1 1.084
9 H 0.17 2.62 0.20  C2 1.058
10 H -2.88 -1.69 0.55  C3 1.076
11 H 1.57 -1.33 -0.01  C4 1.097
12 H 3.18 -1.64 0.83  C4 1.136
13 H 2.98 -1.25 -0.91  C4 1.083
14 H -2.48 0.09 -0.91  N5 1.057

Properties
Frontier orbital gap (spin up / spin down) ... 8.04 / 5.27 eV
2S+1 ... 1
LUMO (spin up / spin down) ... -0.2013 / -0.2506 hartree
Highest occupied orbital energy (spin up / spin down) ... -0.4966 / -0.4443 Ha
Charge ... +1

=====

(2)
Formula: C4H7N2S
Source: the Open Molecules 2025 dataset
Level of theory: ωB97M-V/def2-TZVPD

Each atom is followed by the atoms it is bonded to, with distances in Å.
Geometry (Å):
1 C -0.29 -0.10 0.77  N5 1.623, N6 1.275, S7 1.721
2 C -0.96 -0.12 3.30  N5 1.277, H8 1.130, H9 1.084
3 C -0.22 0.51 -1.51  C4 1.539, N6 1.455, H10 1.090, H11 1.024
4 C 0.56 -0.82 -1.47  C3 1.539, S7 1.843, H12 1.042, H13 1.076
5 N -0.19 0.24 2.35  C1 1.623, C2 1.277
6 N -0.62 0.75 -0.13  C1 1.275, C3 1.455, H14 0.995
7 S 0.66 -1.44 0.26  C1 1.721, C4 1.843
8 H -0.56 0.40 4.22  C2 1.130
9 H -1.89 -0.66 3.43  C2 1.084
10 H 0.55 1.22 -1.80  C3 1.090
11 H -1.08 0.70 -2.03  C3 1.024
12 H -0.06 -1.39 -2.09  C4 1.042
13 H 1.58 -0.85 -1.81  C4 1.076
14 H -1.24 1.48 0.14  N6 0.995

Properties
Frontier orbital gap ... 9.97 eV
2S+1 ... 1
LUMO ... -0.1545 hartree
Highest occupied orbital energy ... -0.5208 Ha
Charge ... +1

=====

Which of them is most stable? Easy: (2).

=====

(1)
Formula: C4H7N2S
Source: the Open Molecules 2025 dataset
Level of theory: ωB97M-V/def2-TZVPD

Each atom is followed by the atoms it is bonded to, with distances in Å.
Geometry (Å):
1 C -2.24 -0.05 0.36  C2 1.365, C3 1.442, H8 1.128
2 C -1.91 -1.36 0.15  C1 1.365, S7 1.714, H9 1.052
3 C -1.07 0.74 0.06  C1 1.442, N5 1.395, N6 1.338
4 C 3.33 -0.74 -0.30  H10 1.101, H11 1.026, H12 1.209
5 N -0.02 -0.04 -0.42  C3 1.395, S7 1.588
6 N -0.96 2.06 -0.10  C3 1.338, H13 1.000, H14 1.043
7 S -0.32 -1.59 -0.44  C2 1.714, N5 1.588
8 H -3.11 0.38 0.94  C1 1.128
9 H -2.23 -2.35 0.32  C2 1.052
10 H 4.09 -0.16 0.25  C4 1.101
11 H 3.44 -1.75 -0.40  C4 1.026
12 H 2.36 -0.14 -0.71  C4 1.209
13 H -1.42 2.73 0.48  N6 1.000
14 H 0.05 2.27 -0.21  N6 1.043

Properties
Frontier orbital gap (spin up / spin down) ... 10.08 / 3.65 eV
2S+1 ... 1
LUMO (spin up / spin down) ... -0.1693 / -0.2942 hartree
Highest occupied orbital energy (spin up / spin down) ... -0.5399 / -0.4285 Ha
Charge ... +1

=====

(2)
Formula: C4H7N2S
Source: the Open Molecules 2025 dataset
Level of theory: ωB97M-V/def2-TZVPD

Each atom is followed by the atoms it is bonded to, with distances in Å.
Geometry (Å):
1 C -0.77 -1.71 0.28  C3 1.551, N5 1.233, H8 1.130
2 C -2.37 -0.13 0.30  C4 1.828, N5 1.309, S7 1.537
3 C 0.00 -0.79 -0.71  C1 1.551, N6 1.521, H9 1.091, H10 1.139
4 C -1.06 1.08 0.69  C2 1.828, N6 1.482, H11 1.050, H12 1.054
5 N -1.87 -1.30 0.64  C1 1.233, C2 1.309
6 N 0.15 0.52 0.04  C3 1.521, C4 1.482, H13 1.041, H14 1.037
7 S -3.64 0.29 -0.45  C2 1.537
8 H -0.21 -2.48 0.90  C1 1.130
9 H 1.00 -1.05 -1.03  C3 1.091
10 H -0.64 -0.75 -1.65  C3 1.139
11 H -1.39 2.03 0.37  C4 1.050
12 H -0.81 0.93 1.70  C4 1.054
13 H 1.01 0.36 0.60  N6 1.041
14 H 0.38 1.15 -0.76  N6 1.037

Properties
Frontier orbital gap ... 8.19 eV
2S+1 ... 1
LUMO ... -0.1752 hartree
Highest occupied orbital energy ... -0.4760 Ha
Charge ... +1
SMILES ... S=C1C[NH2+]CC=N1

=====

Which of them is most stable? Easy: (2).